Here is a single C24H26N2O3 molecule from the OMol25 dataset. Energies are from ωB97M-V/def2-TZVPD.

The geometry in XYZ format:
```
55
Properties=species:S:1:pos:R:3:forces:R:3
C 3.433058 -2.464116 2.319699 -0.0451 0.1094 -0.0242
C -5.693082 3.063604 -2.693282 0.0310 0.0045 0.0179
C -0.168794 2.520032 0.897074 -0.3078 -0.0180 -0.1480
C 3.395913 -0.654513 0.751618 -0.0321 -0.0069 0.3962
C 0.468396 0.175751 2.217873 -0.1803 -0.0548 -0.0136
C 4.194047 -5.001967 -3.121721 -0.0088 0.2082 -0.1473
C -1.333203 -1.983998 2.000050 0.0853 -0.2465 0.1140
C -0.726708 0.263640 1.529532 -0.1967 0.0369 -0.0727
H -2.710178 3.461250 0.099954 0.0932 -0.0991 -0.0843
C -2.617664 2.576142 -0.550702 0.0495 0.3323 -0.1239
H 1.720813 3.241314 1.581285 0.1013 0.0971 -0.0237
H 2.894882 -0.673786 3.999118 0.0500 0.0802 -0.0971
H -7.295388 1.686572 -3.022242 -0.0742 -0.0159 -0.0383
H 3.640055 -1.189698 -1.298776 0.0019 0.0091 -0.0364
H -4.357711 5.266539 -2.930470 0.0121 0.0649 -0.0233
C 1.036318 2.405913 1.576316 0.1515 -0.2287 0.1818
C -5.804130 0.885478 -1.709359 -0.0849 -0.0212 -0.0413
H -0.408863 -2.395491 1.579743 -0.0275 0.0287 0.0287
H 3.299257 0.393763 0.522239 -0.0246 0.1363 -0.0344
O 3.941670 -2.618936 -2.952165 -0.0164 0.2651 -0.0852
H 3.711468 -4.411907 1.502001 0.0116 -0.0982 0.0276
C -1.057672 1.460113 0.855970 0.0502 -0.1311 0.0895
H 0.722490 -0.736262 2.733383 0.0255 -0.1212 0.0012
H -4.156140 0.368375 -0.439019 0.0241 -0.0847 0.0544
H -6.124033 3.823990 -3.329365 -0.0212 0.0873 -0.0553
C -3.932913 2.325044 -1.243668 0.0619 -0.1306 0.1045
C 3.996234 -3.687739 -2.386483 0.0638 -0.5328 -0.1393
H -1.842919 2.791165 -1.304115 -0.0448 0.0084 0.1449
H -2.796599 4.472320 -2.703065 0.1009 0.0792 -0.0388
H 2.601062 1.569081 3.961346 0.1020 -0.0461 -0.1084
N 3.889546 -3.864928 -1.041009 0.0204 -0.3601 0.2711
H 3.349180 -5.664289 -2.943428 -0.0384 -0.0894 0.0169
H 5.104249 -5.491478 -2.781083 0.0533 -0.0814 0.0259
C 3.625200 -3.355113 1.286077 -0.0298 0.0774 -0.1558
C 3.316249 -1.093028 2.074580 0.2069 -0.2645 -0.3294
C -4.482063 3.314759 -2.063371 -0.0388 -0.0511 0.0041
O -1.647798 -0.737049 1.435510 0.0462 0.4794 -0.1505
H -6.312093 -0.057255 -1.569901 -0.0394 -0.0785 0.0135
O -2.253130 1.450205 0.210382 -0.0088 -0.1066 0.0302
H -3.649326 5.143029 -1.317023 0.0523 0.1156 0.0386
C 2.690544 1.122869 2.965353 0.0201 0.0138 -0.0275
C 1.365829 1.239778 2.238871 -0.0333 0.2282 -0.1065
H -0.394904 3.445392 0.391897 -0.0860 0.0607 -0.0770
N 3.174354 -0.226112 3.139312 -0.1086 0.1115 0.6173
C -4.597700 1.119655 -1.073980 0.0880 0.0061 0.0522
H -2.166438 -2.638858 1.749416 0.0763 0.0082 0.0433
C -3.783460 4.625395 -2.266697 0.0117 -0.0742 0.0437
C -6.354157 1.860298 -2.521567 -0.0813 -0.0676 -0.0182
C 3.702171 -2.908501 -0.030864 -0.0457 0.3304 0.1344
H 3.957425 -4.814467 -0.701416 -0.0006 0.1542 -0.1945
H -1.240729 -1.923013 3.090276 0.0165 0.0025 -0.0483
H 4.272854 -4.803880 -4.186455 -0.0027 0.0209 0.0133
H 3.446354 1.699818 2.420408 -0.0869 0.0594 0.0817
H 3.372578 -2.828741 3.336303 0.0157 -0.0368 0.0956
C 3.585601 -1.546158 -0.284360 0.0415 -0.1699 -0.1998
```
Forces are in eV/Å.

* E_HOMO: -0.272 hartree
* ΔE to the lowest compared entry with this formula, charge and spin: 27.19 kcal/mol
* SMILES: COc1cc(CNc2ccc(NC(C)=O)cc2)ccc1OCc1ccccc1C

---

Here is a single C24H26N2O5S molecule from the OMol25 dataset. Energies are from ωB97M-V/def2-TZVPD.

The geometry in XYZ format:
```
58
Properties=species:S:1:pos:R:3:forces:R:3
C 2.815844 2.351621 -0.612233 -0.0947 -0.0011 -0.2694
O 1.853958 2.549115 -1.572053 0.6236 -0.1320 0.0860
O -2.971721 -0.483179 -2.891524 0.1882 -0.2273 0.1622
C -0.317283 -0.709432 0.606404 -0.0708 0.1041 0.0972
H -3.654284 1.228843 0.778714 -0.0881 0.0990 0.0777
H -2.019051 1.339478 2.685384 -0.0157 0.0418 0.0563
H 0.462483 3.715877 -0.566265 -0.0011 -0.0403 -0.0025
C -3.109514 -3.583021 -0.097000 -0.1622 0.2023 -0.0234
H -1.028713 -1.367997 -1.317624 0.1130 -0.1162 -0.0698
C -1.225916 -0.779604 -0.435716 0.1602 -0.0441 -0.1335
C 0.335147 0.223379 2.886540 0.1668 -0.2028 -0.1907
H -0.027485 2.947840 -2.096645 -0.0197 0.0054 0.0859
C 3.853540 2.630250 -3.377242 -0.1573 0.1417 -0.4426
C 2.691172 0.513765 3.470513 0.0492 0.1626 0.2974
H 3.514800 3.649957 -3.181419 0.0121 -0.0528 -0.0208
C -0.604650 0.066410 1.727564 -0.2956 0.0506 -0.0979
N 1.644701 0.080244 2.574679 0.1773 -0.1932 -0.1495
N -4.342931 -1.746866 -1.157134 0.1083 1.0203 -0.5523
C -2.279395 -4.683369 -0.222405 0.0473 -0.0939 0.0153
C -2.408734 -0.068251 -0.354162 -0.4356 -0.0772 -0.4858
H -1.181880 -5.943718 -1.559783 0.0490 -0.0756 -0.0080
C 3.506931 2.077348 1.707004 0.0516 0.1183 0.0715
O 4.617420 2.122570 -2.305491 0.0121 -0.1999 0.3133
H 0.098026 1.964924 -0.622054 0.0311 0.0315 0.0151
H -5.884244 -0.762258 -0.246947 -0.0983 -0.1214 0.1835
H 0.596122 -1.282677 0.550961 0.0885 -0.0462 -0.0161
H 2.284273 2.625180 3.377444 0.0158 0.0298 0.0646
H 3.543149 -0.162022 3.362110 -0.0363 0.0485 0.0766
H 4.531577 2.631603 -4.230723 -0.0626 0.0263 0.0404
O -4.634412 0.722389 -1.537871 -0.0205 -0.0819 0.3443
H -5.808173 -2.505431 0.099834 0.0487 0.0035 -0.0188
O -0.064212 0.467970 4.007301 -0.1507 0.1882 0.1923
H 1.521810 2.516822 1.079415 -0.1126 0.0290 -0.0092
C -3.507806 -2.876303 -1.228792 0.4402 -0.7531 -0.2138
H -3.440478 -3.278510 0.883728 -0.0440 0.0589 0.0944
H -1.895397 -4.701854 -3.572931 0.0189 -0.0208 -0.0898
H 6.121502 1.727696 -0.402333 0.1224 -0.0109 -0.0713
C -3.070362 -3.295699 -2.483193 0.0019 -0.0956 0.0204
C 3.119816 1.959852 3.154016 -0.0563 -0.2871 -0.0576
C -2.231814 -4.388354 -2.596086 0.0173 0.0253 -0.0283
C 5.112461 1.890761 -0.058789 -0.2001 0.0273 -0.2191
H 5.582059 1.642076 2.008063 0.1109 -0.0179 0.1004
C -5.222419 -1.595335 -0.021333 -0.3821 0.2057 0.3306
C 2.532098 2.331111 0.747344 -0.0037 0.1008 -0.0598
C -2.718339 0.693168 0.756598 -0.0716 0.1231 0.0358
C -1.832370 -5.087130 -1.467875 0.0503 -0.0369 0.0493
H -3.382762 -2.744720 -3.354098 -0.0529 -0.0279 -0.0880
C -1.811305 0.759431 1.798773 0.1310 -0.0749 0.0428
H -4.687232 -1.378495 0.910554 -0.0339 -0.0574 0.0269
S -3.634752 -0.296907 -1.639248 0.1067 0.0878 0.1490
H 2.297984 0.451152 4.486497 0.1130 -0.0722 -0.0850
C 4.805931 1.846042 1.286431 -0.1347 0.0453 -0.0024
C 0.531357 2.807137 -1.172771 -0.3019 0.0441 0.0930
H 1.907651 0.046208 1.601006 -0.1777 0.0306 0.0533
C 4.144679 2.139253 -1.028252 0.1135 0.0045 0.1163
H -1.977868 -5.222894 0.663379 0.0169 -0.0413 0.0671
H 2.990339 1.999594 -3.597656 0.0988 0.0843 0.0012
H 3.958675 2.224960 3.797391 -0.0040 0.0615 0.0450
```
Forces are in eV/Å.

* E_HOMO: -0.300 hartree
* ΔE to the lowest compared entry with this formula, charge and spin: 12.50 kcal/mol
* SMILES: COc1ccc(CCNC(=O)c2ccc(S(=O)(=O)N(C)c3ccccc3)cc2)cc1OC

---

Here is a molecular structure, C24H26N2PRhSSbSe4 from the OMol25 dataset. Energies are from ωB97M-V/def2-TZVPD.

The geometry in XYZ format:
```
60
Properties=species:S:1:pos:R:3:forces:R:3
H 5.893937 -3.160994 -1.681795 0.0475 -0.0495 -0.0642
Se -2.180024 -1.555602 0.215752 0.0024 0.0114 0.0047
Se -1.148777 1.345943 -1.332846 -0.0727 0.0619 -0.3323
H -2.900103 3.612270 3.277652 -0.0190 0.0163 -0.0502
C -2.537073 3.184447 2.342755 -0.2518 0.0726 0.0524
C -0.279939 -0.860185 2.422393 -0.0296 0.0478 0.1581
H 2.589112 -4.301602 1.190327 -0.0021 0.0223 -0.0131
C 1.811836 -3.968200 1.869960 0.0359 -0.1405 -0.0922
H 2.675613 0.073879 2.083221 0.0357 -0.0174 -0.0337
H -0.566071 -5.551891 -2.103546 0.0000 0.0006 0.0019
H -2.142545 5.266911 1.734961 -0.0217 0.0002 -0.0167
Rh -0.421618 -0.137627 0.434280 0.2306 0.0390 0.2233
C 1.244301 -2.145635 -2.524660 0.0546 0.0374 -0.0758
C -2.190984 4.267561 1.297900 -0.3041 -0.1116 -0.1626
C 4.127546 -1.280108 1.209059 -0.0136 0.0131 0.0728
H 0.929637 -2.428566 -4.611226 0.0136 0.0277 -0.0936
H 0.055901 -4.993136 4.561240 -0.0254 -0.0464 0.0626
C 6.155582 -2.074360 0.149614 -0.0025 0.0275 0.0611
S 1.009250 1.952353 1.150991 -0.0593 -0.0270 0.0630
C -0.182478 -3.112889 3.577385 -0.0582 0.0619 0.0891
H 1.363239 -0.010628 -2.317875 -0.0168 -0.0031 0.0060
C 3.475169 -0.608714 2.380751 -0.0876 0.0748 0.1052
C 0.784187 -2.853319 -3.627644 -0.0280 -0.0571 -0.0198
H -1.224861 -0.751272 2.977447 0.2421 -0.0256 -0.0951
H 0.475273 -0.192876 2.866933 -0.2028 -0.0943 -0.0071
C -0.410167 2.813262 1.535620 0.0559 -0.2478 -0.1095
Se -3.933999 2.239929 -3.827443 -0.0889 0.0992 0.1533
C 5.410159 -2.633750 -0.872554 -0.0291 0.0078 0.0062
N -0.876357 3.846634 0.840870 0.3953 0.0626 0.1444
C 0.136516 -4.071119 -3.492813 -0.0081 0.0083 0.0427
H 6.086990 -0.977710 1.987906 0.0560 0.0327 0.0545
C 1.949091 -0.836670 -2.729374 -0.0133 0.1316 0.0033
H -0.522682 4.004525 -0.091056 -0.0842 -0.0506 0.1034
C 4.028987 -2.513761 -0.857485 0.1354 -0.0920 -0.0891
H -2.895094 4.245607 0.458918 -0.0200 0.0115 0.2178
C 0.225179 -2.263829 2.547126 -0.0233 0.1097 -0.0303
H 7.233511 -2.158563 0.150861 0.0650 0.0026 -0.0004
C 1.043866 -2.687795 -1.248793 0.1519 -0.0266 0.2005
H 3.451010 -2.953869 -1.658841 0.0282 -0.0638 0.0174
H 4.207038 -0.042318 2.955856 0.0001 0.0221 0.0020
H 3.021525 -1.350576 3.044022 0.0306 0.0049 -0.0023
H 0.218075 -4.323748 -0.134791 0.0326 -0.0011 0.0300
C 3.377577 -1.835484 0.163959 -0.2039 0.0759 0.1015
H -1.158209 1.623348 2.991502 -0.0525 0.1275 -0.1381
H -0.954746 -2.775073 4.256824 -0.0330 0.0214 0.0323
H 1.885019 -5.746305 3.063551 0.0460 -0.0969 0.0182
C 0.393037 -4.356264 3.755028 0.1174 -0.0901 -0.0563
H 2.927434 -0.825602 -2.244234 -0.0876 0.0781 -0.0645
N -1.251394 2.523660 2.541851 0.3827 0.0060 0.0123
H -0.224755 -4.590180 -4.369990 -0.0169 -0.0327 -0.0405
C -0.053264 -4.606883 -2.230212 0.0215 0.0086 -0.0137
H 2.102665 -0.654405 -3.791283 -0.0234 0.0515 -0.0543
Sb -3.624003 0.691080 -1.815800 0.2669 -0.2991 0.0362
C 1.189968 -2.742792 1.656476 -0.0120 0.0409 -0.0980
C 0.404804 -3.915704 -1.118572 -0.1675 0.0017 0.0697
C 1.417504 -4.784710 2.914866 -0.0999 0.1128 0.0547
C 5.509849 -1.408225 1.180521 0.0790 -0.0405 -0.0677
H -3.272095 2.481389 1.936699 0.0699 0.1035 0.0481
Se -4.807724 2.091572 -0.197764 -0.1859 0.1410 -0.2519
P 1.538277 -1.688560 0.211504 -0.2520 -0.1625 -0.1755
```
Forces are in eV/Å.

* <S²>: 6.04
* net charge: -1
* E_HOMO (alpha / beta): -0.150 / -0.148 hartree
* ΔE to the lowest compared entry with this formula, charge and spin: 3.09 kcal/mol
* multiplicity: 5

---

Here is a single C24H26N4O5 molecule from the OMol25 dataset. Energies are from ωB97M-V/def2-TZVPD.

The geometry in XYZ format:
```
59
Properties=species:S:1:pos:R:3:forces:R:3
O -1.693675 -2.800413 2.826507 -0.1327 -0.0405 0.3576
H -1.456925 -2.241571 -0.275675 0.0874 -0.0351 0.1015
C 0.086251 -0.751058 -2.203333 0.3823 -0.0495 -0.3904
O -1.010721 -1.063580 -1.790481 -0.3330 -0.0420 0.0805
O 3.123802 2.290982 2.200953 0.2142 -0.0867 -0.0134
H 3.503184 -1.972445 0.927171 0.0642 -0.0863 -0.0224
N 0.936113 2.639169 -1.422379 0.2025 -0.3169 -0.2280
H 2.715432 -2.943843 -2.245221 -0.0267 0.0284 0.0984
H -0.425940 -0.307631 1.009711 -0.1355 -0.0228 -0.0671
C -3.234813 -1.773271 0.758419 0.0607 0.0692 0.1783
H 0.734067 -3.304895 2.370819 -0.1308 0.0470 -0.1052
H 3.963198 4.767967 2.050013 0.0706 0.0674 -0.0681
H 0.450145 -2.580583 -3.234196 0.0012 0.1342 -0.0066
C -0.712579 3.940183 -0.299281 -0.0417 0.0036 0.0422
H -4.216205 -3.594478 -1.417850 0.0433 -0.2399 0.0959
N 0.946409 -2.518527 0.442325 -0.2553 -0.0489 0.4003
O 0.792176 -4.195136 -1.050664 -0.0455 -0.1997 -0.2576
C -1.607087 2.880345 -0.367850 0.2335 0.0589 -0.0547
C 1.476364 -1.276579 0.885584 0.1557 0.3704 0.0603
C -1.221018 -2.762501 1.708327 0.4164 -0.0693 -0.2427
C -4.246247 -2.529176 -1.516959 0.1683 0.3757 0.5608
H -0.986796 4.875634 0.162321 -0.0015 0.0954 0.0244
C 0.191045 -3.279369 1.421593 -0.0842 -0.3973 0.2436
H 2.704391 5.458237 3.087917 -0.0436 0.1081 0.0302
C -4.700900 -1.786976 -2.633527 0.0314 0.5481 -0.0208
H 0.100508 -4.299186 1.031503 0.0063 0.1551 0.1371
C 2.333601 3.433035 2.474866 -0.1526 0.3722 0.0809
H 0.462555 1.808020 1.803186 -0.0535 0.1269 -0.0079
C 2.846036 -1.132912 1.101983 -0.1812 0.0717 0.1069
C -3.847923 -1.614380 -0.587425 -0.1248 -0.8984 -0.0839
H 1.555239 0.659522 -2.425496 -0.1283 -0.0715 0.0276
C 0.078691 1.625249 -1.473779 -0.2305 0.3536 0.1824
H 4.418433 0.193355 1.698977 0.1382 0.0150 0.0150
C 0.545156 3.765189 -0.852292 -0.1557 0.1628 0.0792
H 1.635795 3.217808 3.295910 0.0266 -0.0200 -0.1335
H -3.209173 -0.796647 1.258817 -0.1016 -0.1225 0.0141
H -3.814827 -2.458750 1.385633 0.0111 0.1914 -0.0846
C 3.274943 4.561333 2.864869 -0.1772 -0.4132 -0.1243
C 1.146582 0.999032 1.602805 0.1798 0.3021 0.1929
C -4.543415 -0.479054 -2.300015 -0.2768 -0.4197 -0.7239
H -2.602822 2.974675 0.039522 -0.0871 -0.0154 0.0251
C 3.360019 0.068585 1.535076 0.0005 0.1901 0.0340
H 2.534133 -1.443584 -1.304416 0.0302 -0.0763 -0.1205
H -5.088322 -2.176630 -3.552357 -0.0941 -0.0016 -0.2165
C 1.208444 -3.090492 -0.761036 0.3110 0.0992 -0.2661
C -1.218376 1.697250 -0.968248 -0.0737 -0.0718 -0.0291
N 0.613044 0.498777 -2.092090 0.2382 0.0874 -0.1745
H -4.753936 0.428510 -2.830512 0.0005 0.1689 0.0174
N -1.889317 -2.309235 0.636946 -0.1931 0.0666 -0.3438
C 1.032326 -1.743829 -2.844999 -0.0556 -0.1506 0.1281
H 3.851254 4.277514 3.740969 0.0577 0.0239 0.0986
H 1.589574 -1.279033 -3.659411 -0.0051 0.0001 -0.0011
H 1.280702 4.559541 -0.848660 -0.0061 0.1155 0.0543
C 2.000199 -2.269143 -1.771850 -0.0500 -0.1463 -0.0986
H 1.754223 3.710002 1.583364 0.0287 -0.0997 0.1489
C 2.516794 1.155265 1.785756 -0.1070 -0.2872 -0.0968
O -4.027518 -0.363669 -1.065206 0.1502 0.3279 0.3838
C 0.636824 -0.206577 1.153684 0.2037 -0.2478 -0.0150
H -1.889119 0.859976 -1.050317 -0.0300 -0.0600 -0.0032
```
Forces are in eV/Å.

* E_HOMO: -0.312 hartree
* ΔE to the lowest compared entry with this formula, charge and spin: 46.86 kcal/mol
* SMILES: CCOc1ccc(N(CC(=O)NCc2ccco2)C(=O)CCC(=O)Nc2ccccn2)cc1

---

The following energy values (in Ha) correspond, in order, to the records above: -1265.3860 -1814.0336 -11735.8524 -1525.4356.